# 1
DFT (ωB97M-V/def2-TZVPD) results for a molecular structure, C37H89BaF3LiN6O17S in a non-equilibrium geometry.

Each line ends with the Löwdin charge.
CARTESIAN COORDINATES (ANGSTROEM)
Li 4.586 2.000 0.926  0.690
Ba 0.503 4.760 4.117  1.946
N 4.911 2.335 4.174  -0.493
O 6.004 1.776 4.316  0.042
O 4.498 2.609 3.023  -0.060
O 4.166 2.542 5.152  0.033
C 0.088 0.886 0.658  -0.674
F 0.131 0.138 1.736  0.163
F 0.483 0.230 -0.410  0.145
F -1.156 1.302 0.497  0.153
S 1.226 2.392 0.796  0.535
O 1.180 3.068 -0.480  -0.287
O 0.601 3.164 1.884  -0.504
O 2.531 1.914 1.200  -0.339
C 0.117 -2.319 4.202  -0.060
C -0.773 -3.456 4.636  -0.442
C -0.534 -4.667 3.692  -0.215
O -1.252 -5.829 4.018  -0.173
C -2.645 -5.694 3.879  -0.106
N -0.530 -3.822 6.034  0.048
H -0.118 -1.415 4.770  0.064
H -0.076 -2.052 3.160  0.056
H 1.185 -2.522 4.308  0.083
H -1.830 -3.202 4.525  0.128
H 0.540 -4.852 3.662  0.128
H -0.896 -4.311 2.718  0.098
H -3.107 -6.650 4.108  0.094
H -2.958 -5.343 2.890  0.094
H -3.039 -4.964 4.597  0.079
H -1.218 -4.529 6.284  0.068
H 0.346 -4.341 6.082  0.078
C -2.198 1.122 6.332  -0.034
C -1.681 2.118 5.306  -0.413
C -2.734 3.131 4.846  -0.195
O -2.295 3.919 3.746  -0.313
C -2.727 3.437 2.466  -0.059
N -0.533 2.894 5.857  -0.099
H -2.380 1.585 7.307  0.092
H -1.490 0.320 6.543  0.082
H -3.136 0.704 5.963  0.089
H -1.223 1.557 4.485  0.130
H -2.998 3.765 5.701  0.136
H -3.692 2.639 4.653  0.137
H -2.094 3.979 1.759  0.080
H -3.786 3.610 2.298  0.107
H -2.401 2.408 2.313  0.085
H -0.953 3.533 6.532  0.075
H -0.019 2.202 6.406  0.081
C 5.197 -0.783 2.132  -0.024
C 6.085 -0.236 1.003  -0.408
C 5.491 -0.266 -0.394  -0.201
O 4.266 0.437 -0.382  -0.258
C 3.491 0.306 -1.561  -0.063
N 6.506 1.160 1.227  -0.003
H 4.871 -1.792 1.887  0.088
H 4.254 -0.220 2.113  0.060
H 5.645 -0.623 3.108  0.081
H 6.980 -0.869 0.986  0.141
H 5.309 -1.306 -0.704  0.133
H 6.219 0.077 -1.139  0.136
H 3.493 -0.741 -1.869  0.089
H 3.710 1.045 -2.332  0.092
H 2.472 0.530 -1.257  0.062
H 6.781 1.325 2.198  0.065
H 7.382 1.315 0.735  0.095
C 1.402 6.303 -0.511  -0.228
C -0.048 5.854 -0.612  -0.239
O -0.905 6.966 -0.884  -0.056
O 1.737 7.221 0.547  -0.068
H 1.682 6.735 -1.473  0.132
H 1.930 5.384 -0.239  0.096
H -0.373 5.425 0.342  0.095
H -0.094 5.087 -1.383  0.112
H -1.316 6.826 -1.742  0.087
H 1.868 8.049 0.076  0.085
C 1.072 2.655 -3.744  -0.248
C 2.162 3.675 -3.604  -0.251
O 3.080 3.570 -2.531  -0.071
O 0.509 2.759 -5.051  -0.059
H 0.294 2.702 -2.982  0.100
H 1.485 1.645 -3.605  0.120
H 1.659 4.656 -3.571  0.119
H 2.743 3.773 -4.524  0.126
H 2.569 3.639 -1.708  0.033
H 1.036 2.193 -5.622  0.097
C 2.514 0.300 5.370  -0.209
C 1.930 1.166 4.267  -0.248
O 2.122 2.538 4.499  -0.279
O 1.606 0.182 6.466  -0.070
H 3.462 0.718 5.723  0.114
H 2.711 -0.707 4.991  0.113
H 0.855 0.968 4.201  0.096
H 2.305 0.811 3.301  0.096
H 3.101 2.674 4.607  -0.125
H 1.864 -0.526 7.061  0.092
C 1.561 -4.659 0.520  -0.021
C 0.668 -3.971 -0.553  -0.489
C 1.614 -3.148 -1.427  -0.138
C 1.044 -2.771 -2.785  -0.181
C 0.399 -3.954 -3.500  -0.139
C -0.586 -4.734 -2.624  -0.506
N 0.027 -5.025 -1.322  -0.099
O -0.764 -5.925 -0.581  -0.005
C -1.947 -4.046 -2.557  -0.028
C -0.811 -6.052 -3.384  -0.045
C -0.340 -3.048 0.160  -0.025
H 2.335 -5.210 -0.014  0.085
H 0.943 -5.313 1.133  0.066
H 2.047 -3.930 1.170  0.083
H 1.783 -2.141 -1.029  0.098
H 2.598 -3.620 -1.490  0.118
H 1.781 -2.294 -3.433  0.113
H 0.210 -2.074 -2.623  0.095
H 1.229 -4.586 -3.836  0.123
H -0.048 -3.545 -4.410  0.123
H -1.866 -3.075 -2.061  0.052
H -2.432 -3.915 -3.522  0.083
H -2.632 -4.581 -1.893  0.091
H -1.579 -6.622 -2.856  0.079
H -1.086 -5.888 -4.424  0.088
H 0.038 -6.741 -3.400  0.087
H 0.093 -2.393 0.922  0.057
H -1.062 -3.681 0.679  0.073
H -0.848 -2.339 -0.495  0.060
H -0.157 -6.658 -0.422  0.112
C -4.289 0.877 -2.717  -0.028
C -3.203 0.462 -3.709  -0.509
C -3.530 -0.961 -4.167  -0.146
C -4.694 -1.063 -5.167  -0.175
C -4.430 -0.170 -6.381  -0.146
C -3.998 1.258 -6.024  -0.509
N -3.069 1.292 -4.907  -0.110
O -2.580 2.590 -4.679  -0.012
C -3.253 1.752 -7.297  -0.030
C -5.309 2.058 -5.797  -0.019
C -1.840 0.474 -3.026  -0.038
H -4.279 1.940 -2.447  0.087
H -4.246 0.249 -1.828  0.085
H -5.300 0.847 -3.135  0.067
H -2.626 -1.412 -4.586  0.118
H -3.885 -1.551 -3.319  0.114
H -5.632 -0.870 -4.636  0.104
H -4.815 -2.126 -5.395  0.110
H -5.275 -0.234 -7.067  0.123
H -3.612 -0.665 -6.919  0.118
H -3.234 2.841 -7.242  0.081
H -2.230 1.366 -7.267  0.085
H -3.658 1.351 -8.223  0.084
H -5.948 1.524 -5.103  0.067
H -5.007 3.050 -5.444  0.080
H -5.775 2.283 -6.757  0.084
H -1.743 -0.310 -2.269  0.070
H -1.647 1.412 -2.498  0.071
H -1.019 0.354 -3.735  0.086
H -1.829 2.651 -5.287  0.077

Gap between HOMO and LUMO in eV: 6.01
Charge: +1
LUMO in eV: -3.36


# 2
DFT (ωB97M-V/def2-TZVPD) results for 5 unconnected molecules or ions with the total composition C16H39ClN3O9 in a non-equilibrium geometry.

Each line ends with the Löwdin charge.
CARTESIAN COORDINATES (ANGSTROEM)
Cl 17.000 -9.166 -7.734  0.559
O 15.748 -9.857 -7.987  -0.368
O 17.607 -9.619 -6.556  -0.381
O 17.933 -9.500 -8.738  -0.371
O 16.891 -7.770 -7.605  -0.353
O 16.828 -7.336 -0.491  0.079
C 17.353 -8.061 -1.326  -0.417
O 16.971 -9.383 -1.501  -0.035
C 17.576 -10.135 -2.563  -0.157
C 17.946 -9.005 -3.444  -0.168
C 18.338 -7.832 -2.497  -0.050
H 16.951 -10.913 -3.002  0.125
H 18.399 -10.612 -2.031  0.122
H 17.112 -8.633 -4.040  0.105
H 18.783 -9.311 -4.071  0.109
H 18.146 -6.910 -3.047  0.120
H 19.331 -7.835 -2.049  0.119
C 18.132 -6.307 -15.711  -0.094
C 18.368 -7.668 -15.184  -0.399
C 18.365 -7.824 -13.634  -0.224
O 17.099 -7.631 -13.041  -0.195
C 17.203 -7.629 -11.594  -0.068
N 17.185 -8.401 -15.798  0.016
H 17.848 -6.132 -16.749  0.073
H 19.093 -5.820 -15.545  0.079
H 17.295 -5.914 -15.134  0.090
H 19.232 -8.229 -15.540  0.122
H 19.229 -7.328 -13.191  0.121
H 18.565 -8.878 -13.439  0.115
H 17.555 -6.650 -11.266  0.084
H 17.978 -8.341 -11.309  0.073
H 16.227 -7.820 -11.147  0.094
H 16.950 -8.013 -16.700  0.043
H 17.245 -9.409 -15.837  0.059
C 22.492 -11.274 -3.938  -0.061
C 23.212 -10.306 -4.816  -0.468
C 22.468 -9.963 -6.126  -0.204
O 22.436 -11.085 -7.015  -0.150
C 21.685 -10.666 -8.140  -0.128
N 23.435 -9.052 -4.124  0.021
H 21.503 -10.903 -3.669  0.082
H 23.033 -11.444 -3.008  0.070
H 22.581 -12.269 -4.374  0.084
H 24.202 -10.650 -5.114  0.131
H 22.747 -8.997 -6.548  0.121
H 21.454 -9.756 -5.785  0.120
H 20.676 -10.260 -8.062  0.084
H 21.517 -11.508 -8.812  0.085
H 22.198 -9.931 -8.760  0.081
H 24.034 -8.535 -4.752  0.065
H 23.981 -9.174 -3.282  0.066
C 13.399 -12.608 -4.335  -0.079
C 13.254 -11.264 -5.061  -0.397
C 14.083 -10.024 -4.562  -0.173
O 13.340 -8.852 -4.957  -0.204
C 14.051 -7.572 -4.861  -0.065
N 13.443 -11.521 -6.528  0.036
H 13.191 -13.544 -4.854  0.067
H 12.888 -12.600 -3.372  0.064
H 14.462 -12.725 -4.124  0.060
H 12.198 -10.996 -5.039  0.121
H 15.042 -10.083 -5.076  0.108
H 14.185 -10.021 -3.477  0.117
H 14.687 -7.545 -3.976  0.078
H 13.215 -6.876 -4.787  0.074
H 14.497 -7.175 -5.773  0.078
H 14.406 -11.380 -6.797  0.036
H 12.980 -10.692 -6.871  0.056

Gap between HOMO and LUMO in eV: 8.89
Charge: -1
LUMO in eV: 2.57


# 3
DFT (ωB97M-V/def2-TZVPD) results for 2 unconnected molecules or ions with the total composition C5H13NO in a non-equilibrium geometry.

Each line ends with the Löwdin charge.
CARTESIAN COORDINATES (ANGSTROEM)
C 2.237 0.023 1.019  -0.019
C 1.218 0.103 2.139  -0.602
N 1.173 -0.940 3.010  0.150
O 0.325 0.916 2.054  0.033
H 2.074 -0.756 0.284  0.080
H 3.234 -0.238 1.402  0.075
H 2.242 1.027 0.607  0.078
H 0.335 -1.135 3.547  0.112
H 1.947 -1.549 3.149  0.087
C -0.280 0.935 -2.073  -0.114
C -1.700 0.392 -1.894  -0.328
C -1.998 -0.600 -0.761  -0.116
H -0.368 1.801 -2.728  0.063
H 0.261 0.157 -2.618  0.071
H 0.068 1.290 -1.107  0.061
H -2.341 1.283 -1.811  0.095
H -2.065 -0.124 -2.790  0.094
H -1.358 -0.513 0.121  0.054
H -3.017 -0.459 -0.390  0.066
H -1.988 -1.613 -1.159  0.060

Energy relative to the best compared isomer or geometry (same formula, charge and spin) in kcal per mole: 11.9
Structure (SMILES): CC(N)=O.CCC
Gap between HOMO and LUMO in eV: 10.73
LUMO in eV: 0.84


> The highest gap between HOMO and LUMO belongs to which entry?

C5H13NO